{"formula": "C43H122N16O13", "method": "ωB97M-V/def2-TZVPD", "symbols": ["C", "C", "C", "O", "C", "N", "H", "H", "H", "H", "H", "H", "H", "H", "H", "H", "H", "C", "C", "C", "O", "C", "N", "H", "H", "H", "H", "H", "H", "H", "H", "H", "H", "H", "C", "C", "C", "O", "C", "N", "H", "H", "H", "H", "H", "H", "H", "H", "H", "H", "H", "C", "C", "C", "O", "C", "N", "H", "H", "H", "H", "H", "H", "H", "H", "H", "H", "H", "C", "C", "C", "O", "C", "N", "H", "H", "H", "H", "H", "H", "H", "H", "H", "H", "H", "C", "C", "C", "O", "C", "N", "H", "H", "H", "H", "H", "H", "H", "H", "H", "H", "H", "C", "C", "C", "O", "C", "N", "H", "H", "H", "H", "H", "H", "H", "H", "H", "H", "H", "C", "C", "C", "O", "C", "N", "H", "H", "H", "H", "H", "H", "H", "H", "H", "H", "H", "C", "C", "C", "O", "C", "N", "H", "H", "H", "H", "H", "H", "H", "H", "H", "H", "H", "C", "C", "C", "O", "C", "N", "H", "H", "H", "H", "H", "H", "H", "H", "H", "H", "H", "C", "O", "N", "N", "H", "H", "H", "H", "C", "O", "N", "N", "H", "H", "H", "H", "C", "O", "N", "N", "H", "H", "H", "H"], "coordinates": [[2.5599, -0.2816, -20.9841], [2.7007, -1.7158, -21.4564], [1.2944, -2.2316, -21.9417], [0.3774, -2.1595, -20.8722], [-0.8296, -2.9018, -21.1022], [3.6576, -1.6962, -22.5604], [2.2194, 0.3255, -21.8229], [3.5478, 0.1083, -20.7390], [1.7904, -0.1778, -20.2191], [3.0653, -2.1961, -20.5483], [1.4207, -3.2367, -22.3441], [0.9219, -1.6659, -22.7957], [-0.6093, -3.9693, -21.0999], [-1.4140, -2.7115, -22.0024], [-1.5628, -2.6426, -20.3385], [4.2254, -2.5249, -22.4563], [4.3609, -0.9883, -22.4043], [-7.4564, -5.7953, -28.2829], [-8.1744, -6.9692, -28.8621], [-9.3526, -6.5433, -29.6814], [-10.0190, -7.7114, -30.3270], [-10.9275, -7.1744, -31.3050], [-7.1666, -7.7597, -29.5521], [-7.2803, -5.0389, -29.0477], [-6.4151, -5.9775, -28.0175], [-8.0165, -5.4317, -27.4213], [-8.5040, -7.4999, -27.9689], [-8.9166, -5.8473, -30.3980], [-10.0319, -5.9497, -29.0696], [-10.4720, -6.4057, -31.9292], [-11.8414, -6.7204, -30.9219], [-11.2645, -7.9180, -32.0272], [-6.6133, -7.1316, -30.1172], [-7.6771, -8.2744, -30.2553], [-0.8795, 1.1421, -22.1814], [-1.5419, 2.2510, -23.0253], [-3.0154, 2.1299, -23.3195], [-3.3050, 1.0203, -24.1707], [-4.7086, 0.9746, -24.5635], [-1.2683, 3.4776, -22.2515], [0.2010, 1.0560, -22.2964], [-1.3798, 0.2320, -22.5124], [-1.0467, 1.0938, -21.1053], [-0.9483, 2.3370, -23.9354], [-3.2369, 3.0429, -23.8722], [-3.6690, 2.0517, -22.4507], [-5.3780, 0.5762, -23.8011], [-4.9083, 0.3319, -25.4210], [-5.0991, 1.9481, -24.8604], [-0.2815, 3.3560, -22.0739], [-1.2928, 4.2681, -22.8797], [-11.9514, -4.2882, -22.3539], [-12.2907, -5.7520, -22.6036], [-13.3457, -5.8838, -23.6817], [-14.6116, -5.3521, -23.2018], [-15.7378, -6.0231, -23.6204], [-11.0949, -6.4151, -22.9058], [-12.6927, -3.7638, -21.7509], [-11.7993, -3.8049, -23.3190], [-10.9992, -4.1967, -21.8312], [-12.6074, -6.2428, -21.6833], [-13.5243, -6.9305, -23.9283], [-13.0237, -5.3102, -24.5508], [-16.6589, -5.5145, -23.3358], [-15.7529, -7.1021, -23.4662], [-15.8081, -5.9605, -24.7063], [-11.2971, -7.3609, -22.6147], [-10.3121, -6.2835, -22.2812], [-6.6024, -3.1941, -24.7910], [-7.4304, -3.4426, -23.5177], [-6.5864, -3.3517, -22.1938], [-5.6280, -4.3824, -22.2394], [-4.8435, -4.4815, -21.0574], [-8.5356, -2.4600, -23.5131], [-6.4196, -2.1477, -25.0355], [-7.1259, -3.6119, -25.6509], [-5.5962, -3.5926, -24.6616], [-7.8412, -4.4516, -23.5537], [-7.2486, -3.4767, -21.3370], [-6.0612, -2.3967, -22.2080], [-4.1717, -3.6238, -21.0239], [-4.3180, -5.4257, -21.2004], [-5.5570, -4.5455, -20.2359], [-8.1816, -1.5187, -23.4191], [-9.0930, -2.4796, -22.6710], [-2.9737, -8.3028, -23.7131], [-1.5148, -8.0435, -24.0186], [-0.6863, -8.7720, -22.9297], [-0.7939, -8.2035, -21.6469], [-0.3316, -6.8982, -21.4304], [-0.9736, -8.3962, -25.2972], [-3.3866, -7.5656, -23.0246], [-3.1278, -9.2450, -23.1872], [-3.5166, -8.4363, -24.6489], [-1.2209, -6.9939, -24.0231], [0.3533, -8.8286, -23.2523], [-0.9145, -9.8362, -22.8708], [0.7008, -6.7009, -21.7190], [-0.4431, -6.7876, -20.3518], [-1.0163, -6.2017, -21.9145], [-0.0064, -8.1520, -25.4550], [-1.0468, -9.3739, -25.5396], [-5.5116, -1.0045, -28.4930], [-6.9873, -0.9527, -28.8227], [-7.4722, -1.8986, -29.9796], [-8.9283, -1.8774, -30.2426], [-9.4012, -0.6184, -30.7299], [-7.7203, -1.1925, -27.5768], [-4.9859, -0.6228, -29.3682], [-5.0800, -1.9903, -28.3197], [-5.2472, -0.2722, -27.7303], [-7.2427, 0.0795, -29.0627], [-7.2179, -2.9479, -29.8302], [-7.0401, -1.3667, -30.8273], [-9.0176, -0.5014, -31.7435], [-9.0957, 0.2691, -30.1757], [-10.4882, -0.6356, -30.8083], [-7.8725, -2.1518, -27.2998], [-8.6331, -0.7607, -27.5960], [-2.3221, -3.3966, -27.8899], [-1.8134, -4.4628, -26.8499], [-2.3376, -4.3394, -25.4458], [-1.6726, -3.2605, -24.8568], [-2.5034, -2.1351, -24.4137], [-2.0127, -5.8527, -27.2386], [-1.7591, -2.4637, -27.9179], [-3.3619, -3.1260, -27.7064], [-2.3901, -3.8414, -28.8827], [-0.7281, -4.3629, -26.8397], [-2.1479, -5.2262, -24.8411], [-3.4232, -4.2487, -25.4112], [-2.7343, -1.5687, -25.3159], [-2.2003, -1.5147, -23.5703], [-3.4709, -2.5309, -24.1050], [-1.9312, -6.3982, -26.3925], [-1.0678, -6.0713, -27.5206], [-5.7040, -8.7652, -21.0477], [-6.7596, -7.7040, -21.2584], [-7.8737, -8.1227, -22.1730], [-7.4483, -8.4647, -23.5297], [-6.9545, -7.5324, -24.3955], [-7.2911, -7.3853, -19.9119], [-4.8415, -8.2732, -20.5981], [-5.3476, -9.0319, -22.0426], [-6.1138, -9.6052, -20.4869], [-6.2766, -6.7760, -21.5644], [-8.7130, -7.4282, -22.2111], [-8.1729, -9.0919, -21.7741], [-6.1605, -6.9403, -23.9405], [-7.7093, -6.8498, -24.7860], [-6.5250, -8.0980, -25.2224], [-6.7734, -7.3977, -19.0447], [-7.8799, -6.5647, -19.9031], [-4.3934, 0.8291, -19.6565], [-5.0689, -0.5465, -19.5006], [-4.4695, -1.3751, -18.3837], [-5.1576, -2.6421, -18.1055], [-4.4873, -3.4032, -17.1002], [-6.4915, -0.4114, -19.4094], [-4.9442, 1.3968, -20.4064], [-3.3816, 0.7873, -20.0598], [-4.2237, 1.4644, -18.7872], [-4.9363, -1.1851, -20.3739], [-4.3599, -0.7779, -17.4784], [-3.4580, -1.6184, -18.7090], [-3.5536, -3.8681, -17.4166], [-5.1286, -4.2776, -16.9891], [-4.5300, -2.9678, -16.1019], [-6.9547, -0.2012, -20.2820], [-6.9319, -1.3063, -19.2504], [-10.7857, -4.3254, -26.2340], [-10.9864, -3.2642, -26.7996], [-11.2467, -5.4278, -26.6044], [-10.2160, -4.3887, -25.0807], [-11.2718, -6.0870, -25.8396], [-11.7915, -5.7739, -27.3812], [-9.6558, -3.6077, -24.7705], [-10.5633, -4.9288, -24.3011], [-8.6886, 1.3722, -22.1087], [-8.2411, 0.2900, -22.3738], [-8.6578, 2.4165, -22.8357], [-9.1981, 1.5853, -20.9536], [-8.9355, 3.2967, -22.4257], [-8.3091, 2.2914, -23.7753], [-9.6323, 2.4694, -20.7302], [-9.3055, 0.7911, -20.3389], [-8.5228, -4.1878, -18.4704], [-8.9736, -4.8229, -19.3827], [-7.9018, -4.6659, -17.4252], [-8.5552, -2.9026, -18.3588], [-7.5635, -4.0250, -16.7217], [-7.7410, -5.6408, -17.2159], [-8.2325, -2.5511, -17.4687], [-9.0219, -2.3357, -19.0523]], "forces_ev_per_angstrom": [[-0.53, 0.47, -0.71], [-1.24, 1.47, 0.01], [1.23, -0.08, 0.21], [-0.90, -0.34, -0.27], [0.08, 0.08, 0.32], [0.32, -0.99, 0.19], [-0.04, 0.10, -0.20], [-0.14, 0.07, 0.61], [0.42, 0.03, 0.29], [-0.17, -0.99, -0.22], [-0.12, -0.50, 0.26], [0.21, 0.49, -0.07], [-0.05, -0.14, 0.18], [0.73, 0.41, -0.62], [0.42, -0.14, 0.53], [-0.03, -0.54, -0.51], [-0.19, 0.55, 0.04], [0.35, 1.23, 0.06], [0.78, -0.73, 1.30], [-0.08, -0.86, -0.44], [0.07, 2.48, -0.01], [0.07, -0.19, -0.50], [-0.68, -0.41, -0.76], [-0.62, 0.53, -0.08], [-0.18, -0.76, 0.53], [0.21, 0.55, -0.09], [-0.26, -0.66, -0.18], [-0.38, -0.09, -0.79], [-0.37, -0.21, 0.01], [0.41, 0.15, 0.14], [0.03, -0.02, 0.68], [0.26, -0.55, 0.38], [0.39, 0.30, 0.00], [0.01, -0.71, -0.16], [-1.11, -1.26, -0.58], [1.42, -0.14, 1.65], [-0.37, -0.34, -0.83], [-1.06, -0.18, -0.53], [0.40, 0.03, 0.14], [-0.15, 0.14, -0.27], [-0.11, 0.08, -0.41], [0.56, -0.50, -0.21], [-0.37, 0.89, 0.10], [-0.46, -0.50, -0.55], [-0.48, 0.33, 0.03], [0.29, 0.27, 0.42], [0.24, 0.08, 0.58], [0.82, -0.18, -0.08], [0.27, 0.36, 0.12], [0.25, 0.44, 0.56], [-0.24, 0.40, -0.10], [-0.13, 0.32, 0.17], [-0.90, 1.77, 2.19], [-1.25, -0.01, 0.46], [1.67, 0.35, 0.94], [-0.65, -0.16, -2.08], [1.70, -2.67, -1.42], [-0.13, -0.01, -0.30], [-0.32, 0.35, 0.14], [0.05, -0.17, 0.22], [-1.12, 0.55, 0.27], [0.27, -0.18, -0.25], [-0.11, -0.11, -0.29], [0.26, -0.14, 0.81], [0.01, -0.12, 0.83], [0.06, 0.02, -0.59], [0.21, -0.85, -0.89], [-0.07, 1.24, 0.26], [0.21, -0.05, 0.48], [0.31, 1.14, 0.77], [-0.11, -0.43, -1.90], [0.00, -0.25, -0.18], [-0.92, -0.32, -1.20], [0.12, -0.18, 0.15], [-0.43, 0.31, 0.34], [0.23, -0.23, -0.02], [-0.13, -0.57, -0.23], [-0.09, -0.08, -0.04], [-0.09, 0.17, 0.28], [-0.10, 0.49, 0.38], [0.18, 0.03, 0.51], [0.33, 0.12, 0.44], [0.46, 0.13, 0.58], [0.44, 0.31, -0.56], [-0.27, -0.73, 0.31], [-0.28, -0.40, -0.67], [1.94, -0.34, 1.48], [0.72, 0.78, -0.20], [-0.10, -1.16, 0.27], [-0.81, -0.14, 0.25], [-0.79, -1.03, -1.90], [-0.14, 0.28, -0.46], [0.36, -0.19, 0.02], [-0.42, 0.63, 0.07], [-0.56, 0.34, 0.84], [0.53, 0.59, -0.02], [-0.73, 0.03, 0.22], [0.14, -0.18, -0.21], [0.23, 0.35, -0.01], [0.18, 0.41, -0.12], [-0.02, 0.28, 0.46], [-0.24, -0.19, 0.04], [0.65, 0.51, -1.58], [-1.52, -1.40, 1.49], [-1.12, 2.14, -0.13], [1.07, 0.55, 1.05], [0.41, -0.70, -0.56], [-0.31, 0.67, 0.55], [0.33, -0.10, -0.31], [-0.36, -0.02, 0.38], [-0.27, -0.40, 0.35], [0.14, 0.01, -0.37], [0.18, 0.25, -0.16], [0.52, -0.93, -0.75], [0.09, 0.23, -0.29], [0.04, -0.15, 0.42], [0.07, -0.24, 0.29], [0.16, -0.21, -0.33], [-0.14, -0.17, -0.07], [-0.75, -0.93, 0.58], [0.28, 0.44, -0.58], [-0.16, 0.85, 0.16], [0.06, 2.07, 1.98], [-1.04, -1.51, -1.35], [0.54, -0.58, -0.68], [0.23, -0.23, 0.12], [-0.12, 0.02, 0.38], [0.53, -0.07, -0.06], [0.11, 0.75, 0.57], [0.37, -0.25, -0.09], [-0.26, 0.32, -0.22], [0.24, 0.62, 0.23], [0.99, -0.27, -0.44], [-0.22, -0.22, 0.19], [-0.87, -0.40, 0.44], [-0.05, -0.63, -1.31], [0.25, 0.66, -1.27], [1.05, 1.32, 2.26], [0.51, -0.95, -1.32], [-1.03, -1.46, 2.22], [0.75, 1.01, -0.45], [-1.79, -0.03, -0.25], [-0.02, -0.35, 0.57], [-0.05, -0.64, 0.04], [0.28, -0.03, -0.02], [0.13, -0.09, -0.86], [0.08, 0.12, 0.12], [-0.60, 0.07, -0.09], [0.21, 0.28, -0.02], [-0.29, 0.18, -0.06], [-0.01, 0.14, -0.15], [0.75, -0.37, -0.73], [-0.12, 0.12, -0.02], [0.56, -0.16, -0.70], [0.07, -0.67, -0.62], [0.21, -0.63, 0.56], [0.83, 1.47, 0.00], [-1.64, -1.02, -0.50], [-2.00, 0.18, 1.03], [-0.20, 0.09, 0.14], [0.12, -0.57, -0.23], [-0.77, -0.33, 0.45], [0.91, 0.28, -0.63], [-0.30, -0.05, 0.37], [0.26, -0.06, 0.02], [0.50, 0.78, 0.07], [-0.18, -0.20, -0.04], [0.69, 0.57, -0.12], [0.56, 0.74, -0.61], [0.39, -0.49, 0.65], [-1.01, 5.99, -1.03], [0.65, 1.28, -1.63], [-2.96, -8.35, -1.57], [3.33, 0.29, 4.86], [0.32, -0.56, -0.37], [0.09, 1.31, -0.11], [-0.32, 0.61, -0.07], [0.28, -0.68, -0.59], [0.80, -2.11, 0.53], [1.26, -2.73, -1.40], [0.44, 3.75, -3.82], [-2.49, 0.65, 5.22], [0.22, -0.06, -0.84], [-0.09, 0.61, 0.16], [-0.03, -0.49, 0.29], [-0.01, 0.45, -0.01], [-0.28, -1.35, -0.77], [-0.85, -1.33, -1.92], [2.17, -2.55, 3.70], [-0.60, 4.73, -0.16], [0.06, -0.47, -0.17], [-0.33, 0.20, -0.49], [-0.33, 0.90, -0.75], [0.09, -0.07, 0.40]], "lowdin_charge": [-0.084, -0.421, -0.193, -0.186, -0.076, 0.036, 0.063, 0.076, 0.080, 0.134, 0.115, 0.122, 0.072, 0.060, 0.075, 0.067, 0.060, -0.071, -0.478, -0.168, -0.169, -0.126, 0.056, 0.060, 0.087, 0.071, 0.135, 0.121, 0.112, 0.078, 0.079, 0.080, 0.068, 0.060, -0.049, -0.413, -0.198, -0.192, -0.075, 0.024, 0.058, 0.054, 0.078, 0.138, 0.120, 0.116, 0.075, 0.063, 0.080, 0.061, 0.063, -0.041, -0.466, -0.149, -0.174, -0.153, 0.030, 0.086, 0.072, 0.068, 0.143, 0.123, 0.116, 0.091, 0.085, 0.080, 0.092, 0.065, -0.039, -0.373, -0.183, -0.223, -0.076, 0.044, 0.066, 0.058, 0.050, 0.115, 0.111, 0.117, 0.079, 0.083, 0.081, 0.033, 0.063, -0.038, -0.448, -0.211, -0.184, -0.114, 0.030, 0.073, 0.075, 0.084, 0.109, 0.110, 0.126, 0.092, 0.093, 0.068, 0.082, 0.081, -0.064, -0.428, -0.130, -0.202, -0.117, 0.050, 0.074, 0.058, 0.064, 0.120, 0.105, 0.109, 0.079, 0.073, 0.088, 0.056, 0.069, -0.029, -0.413, -0.219, -0.181, -0.052, 0.038, 0.074, 0.040, 0.069, 0.128, 0.103, 0.119, 0.085, 0.050, 0.068, 0.014, 0.063, -0.052, -0.443, -0.135, -0.184, -0.139, 0.045, 0.077, 0.064, 0.088, 0.103, 0.097, 0.129, 0.077, 0.076, 0.094, 0.060, 0.018, -0.036, -0.443, -0.166, -0.213, -0.113, 0.053, 0.067, 0.060, 0.081, 0.115, 0.125, 0.114, 0.091, 0.061, 0.089, 0.043, 0.029, -0.842, 0.025, 0.184, 0.170, 0.102, 0.129, 0.062, 0.046, -0.830, 0.033, 0.194, 0.176, 0.122, 0.134, 0.117, 0.121, -0.793, 0.041, 0.175, 0.173, 0.101, 0.121, 0.115, 0.125], "lumo_ev": 0.236, "charge": 0, "homo_energy_ev": -8.350, "relative_energy_kcal_mol": 138.99, "spin_multiplicity": 1}